[1]
10
Properties=species:S:1:pos:R:3:forces:R:3:nbo_charge:R:1 method="wB97M-V/def2-TZVPD" orbital_gap_ev=8.36 total_energy_ev=-28020.776 smiles="C=C(Cl)/C=N/S" relative_energy_kj_mol=224.56
C -0.3856 -0.3926 0.6983 -4.81 1.85 0.20 0.002
C 0.9892 -0.1293 0.5707 4.45 1.03 -0.45 -0.085
C 1.6546 0.0164 -0.5878 -0.96 0.77 0.15 -0.359
H -2.8846 0.1581 -1.6799 -0.22 -0.45 2.91 0.156
H -0.9233 -0.0225 1.6659 1.29 -1.18 -1.20 0.185
H 0.9210 -0.2558 -1.3698 1.35 0.32 -0.48 0.234
H 2.6082 0.6576 -0.6643 -1.63 -1.73 -0.11 0.242
N -1.1203 -0.4130 -0.3848 0.72 -0.23 1.82 -0.523
S -2.7939 -0.0790 -0.1998 0.65 0.05 -3.23 0.179
Cl 1.9347 0.4600 1.9513 -0.83 -0.42 0.40 -0.032

=====

[2]
16
Properties=species:S:1:pos:R:3:forces:R:3:nbo_charge:R:1 method="wB97M-V/def2-TZVPD" orbital_gap_ev=10.65 total_energy_ev=-8404.735 smiles=CC(C)(O)CO relative_energy_kj_mol=78.40
C -1.2694 -0.9964 -0.3539 -0.03 0.02 0.24 -0.625
C -0.2272 -0.0232 0.2316 -0.03 -0.08 -0.50 0.211
C -0.7507 1.4157 0.0885 0.11 0.00 -0.03 -0.633
O 0.1263 -0.2765 1.5791 0.14 0.03 0.09 -0.737
C 1.0865 -0.3137 -0.5039 0.36 0.05 -0.02 -0.088
O 2.1725 0.2724 0.2763 0.07 -0.10 -0.66 -0.743
H -1.0144 -2.0444 -0.1606 0.03 0.21 0.10 0.216
H -2.2569 -0.7947 0.0653 0.04 -0.06 0.05 0.219
H -1.3560 -0.8748 -1.4482 0.16 0.10 0.40 0.210
H -1.0311 1.6435 -0.9474 0.09 -0.06 0.14 0.203
H -1.6435 1.5435 0.7149 0.23 -0.12 -0.12 0.219
H -0.0084 2.1487 0.4203 -0.02 -0.15 -0.06 0.218
H 1.0827 0.0131 1.5391 -1.16 -0.23 0.74 0.479
H 1.1978 -1.4040 -0.5170 0.10 0.20 -0.13 0.179
H 1.0553 0.0733 -1.5311 0.38 0.04 0.27 0.183
H 2.8364 -0.3823 0.5472 -0.46 0.14 -0.49 0.487

=====

[3]
20
Properties=species:S:1:pos:R:3:forces:R:3:nbo_charge:R:1 method="wB97M-V/def2-TZVPD" orbital_gap_ev=8.78 total_energy_ev=-10968.504 smiles="C=CC[C@@H]1CNC(=O)C1" relative_energy_kj_mol=653.46
C 3.2963 -0.1946 -0.4940 -4.01 0.86 2.19 -0.442
C 1.9932 0.1595 0.1978 3.99 -1.72 -2.31 -0.201
C 0.8171 -0.9835 0.1341 1.08 0.11 0.65 -0.472
C -0.6425 -0.5105 0.7109 -1.24 -0.82 -0.75 -0.243
C -1.7477 -0.8173 -0.4829 -1.24 -0.90 -0.27 -0.246
N -2.3467 0.5231 -0.9426 1.49 0.30 1.27 -0.664
C -1.2038 1.5107 -0.6282 1.30 3.19 -2.17 0.701
O -0.6177 2.3790 -1.4562 -3.89 -5.91 5.56 -0.514
C -0.9168 1.1216 0.9470 1.35 -0.31 0.47 -0.545
H 3.6279 -1.3350 -0.4470 -0.93 2.62 -0.98 0.209
H 3.8668 0.6450 -1.0779 -0.60 -1.83 1.90 0.226
H 1.9250 1.2056 0.7182 -0.42 -2.01 -1.74 0.223
H 0.7196 -1.2985 -1.0058 0.12 0.89 2.52 0.235
H 1.2183 -1.9626 0.6872 -1.00 2.11 -1.01 0.237
H -1.0719 -1.1995 1.5862 1.57 1.84 -1.54 0.234
H -2.6340 -1.4910 -0.0763 1.72 1.58 -0.67 0.202
H -1.4154 -1.4182 -1.4311 0.04 1.35 1.90 0.215
H -2.9859 0.6952 -0.1177 0.60 0.24 -1.43 0.359
H -0.0525 1.7306 1.4705 -1.57 -1.44 -1.38 0.245
H -1.8291 1.2403 1.7079 1.64 -0.16 -2.22 0.243

=====

[4]
13
Properties=species:S:1:pos:R:3:forces:R:3:lowdin_spin:R:1 method="wB97M-V/def2-TZVPD" orbital_gap_ev="6.86 / 7.49" total_energy_ev=-17590.977 s2=2.01 relative_energy_kj_mol=262.73 multiplicity=3
C 2.0193 0.7436 0.5988 1.15 0.96 -2.35 0.005
C -1.9962 -0.8418 -0.9971 0.87 -2.35 -3.56 0.706
C 0.9048 0.5510 -0.3452 -1.76 -1.61 0.33 0.018
N -0.2542 0.0157 -0.1103 2.58 1.98 1.98 0.122
O -0.5476 -0.1857 1.2635 0.20 -0.36 -0.44 0.004
S -3.0950 -1.4186 0.0340 -1.77 -1.04 1.50 1.036
H 2.1576 -0.1764 1.0817 0.81 -1.45 0.60 0.000
H 1.5847 1.3348 1.3400 0.06 1.64 1.50 0.000
H 2.9658 1.1649 0.0526 -1.85 -0.76 1.45 0.001
H -1.9726 0.1813 -1.1988 -0.50 1.26 -0.62 0.050
H -1.3392 -1.5025 -1.6683 -1.31 0.99 1.14 0.046
H 1.0181 0.7818 -1.3781 0.13 0.06 -0.80 0.000
H -1.4454 -0.6481 1.3271 1.39 0.68 -0.72 0.011

=====

[5]
38
Properties=species:S:1:pos:R:3:forces:R:3:nbo_charge:R:1 method="wB97M-V/def2-TZVPD" orbital_gap_ev="5.06 / 6.58" charge=+2 total_energy_ev=-106653.140 relative_energy_kj_mol=200.12
I 4.3633 1.3741 -0.9063 0.42 -0.27 0.09 0.170
I 1.3141 -2.5917 -1.1651 0.52 0.73 0.53 0.132
Ga 0.8483 -0.2732 -0.1230 -1.11 -0.91 2.33 1.115
P -0.4532 -0.0926 -2.3287 -1.55 -0.99 -2.24 1.178
C 0.5768 -0.2234 -3.8075 0.74 0.06 0.10 -1.003
C -1.6435 -1.4734 -2.4514 0.17 -0.06 0.42 -0.973
H -2.2518 1.4348 -1.8392 0.16 0.01 -0.18 0.287
H -1.9461 1.3041 -3.6001 0.29 -0.15 0.12 0.291
H -0.8550 2.2815 -2.5549 -0.28 -0.10 -0.14 0.263
C -1.4761 1.3787 -2.6097 0.21 0.49 0.77 -0.977
H -2.2850 -1.4619 -1.5673 -0.06 -0.03 -0.13 0.278
H -2.2474 -1.3456 -3.3569 0.10 0.16 0.14 0.279
H -0.0616 -0.3243 -4.6892 -0.12 0.09 0.11 0.289
H 1.2359 -1.0960 -3.7407 -0.16 0.26 -0.08 0.274
H -1.1156 -2.4300 -2.4848 -0.23 0.27 -0.13 0.267
H 1.1889 0.6796 -3.9189 -0.05 -0.17 -0.07 0.267
C 1.4845 1.7439 -0.8794 0.61 2.33 -1.13 0.491
O 1.6063 2.7354 -1.4395 -0.71 -2.45 1.51 -0.365
Cl -1.1404 0.4670 0.6019 0.26 0.21 -0.56 -0.459
O 1.1307 -0.9709 1.8021 0.50 0.05 -1.52 -0.805
C 0.7526 -1.1608 3.0081 -0.35 1.01 0.40 0.755
C 1.8098 -1.3738 4.0429 -0.05 -0.24 -0.64 -0.500
C 1.9904 -0.1380 4.9155 -0.09 0.27 0.41 -0.388
C 0.9896 -0.0775 6.0507 0.20 -0.05 0.40 -0.405
C -0.4551 0.0797 5.6170 -0.04 0.22 -0.01 -0.413
C -1.0044 -1.0578 4.7638 -0.03 -0.01 0.55 -0.237
N -0.5116 -1.0586 3.3825 0.04 -0.08 -1.05 -0.537
H 1.5137 -2.2681 4.6141 0.46 0.25 0.04 0.246
H 2.7361 -1.5170 3.4884 -0.09 -0.48 0.09 0.251
H 3.0061 -0.1499 5.3123 -0.06 -0.03 0.03 0.242
H 1.9012 0.7707 4.3154 0.11 0.01 -0.17 0.202
H 1.0858 -0.9989 6.6308 -0.04 -0.06 0.09 0.208
H 1.2572 0.7270 6.7412 -0.07 0.01 -0.13 0.238
H -1.0678 0.1183 6.5212 -0.07 0.07 -0.12 0.244
H -0.5963 1.0301 5.0821 -0.03 -0.14 0.12 0.209
H -0.7458 -2.0175 5.2076 -0.11 -0.13 0.13 0.217
H -2.0971 -0.9642 4.7750 0.31 -0.23 -0.48 0.242
H -1.1828 -0.9337 2.6257 0.21 0.09 0.39 0.426

=====

[6]
13
Properties=species:S:1:pos:R:3:forces:R:3:lowdin_spin:R:1 method="wB97M-V/def2-TZVPD" orbital_gap_ev="8.13 / 6.58" total_energy_ev=-53987.147 s2=0.75 relative_energy_kj_mol=0.00 multiplicity=2
C 0.1406 1.3148 1.1505 0.08 0.01 0.26 0.005
O -0.0199 0.2351 0.2449 0.07 -0.05 0.48 0.060
C 1.0460 -0.0866 -0.6069 0.50 0.49 -1.27 0.014
C 0.6546 -0.5610 -1.8167 0.07 0.91 0.40 0.001
O -0.5991 -0.8761 -2.0667 -0.09 0.34 -0.12 0.051
H -0.8659 1.7098 1.3248 0.40 0.17 0.00 0.000
H 0.5549 0.9550 2.1016 -0.04 0.07 -0.21 0.000
H 0.8246 2.0512 0.7061 -0.40 -0.02 0.16 0.001
H -1.4500 -2.1265 1.5552 -1.16 0.93 -1.52 0.004
H 1.3617 -0.5083 -2.6553 -0.11 -0.61 0.32 0.001
Cu -1.5776 -0.6977 -0.4342 0.83 -1.00 -0.61 0.674
O -2.0828 -1.7626 0.8660 0.14 -0.95 2.06 0.186
H 2.0131 0.3529 -0.3692 -0.30 -0.31 0.04 0.002